Formula: C5H9BO4
Source: the OMol25 dataset
Level of theory: ωB97M-V/def2-TZVPD

The calculation puts the HOMO-LUMO gap at 11.135 eV. The total charge is 0. The spin multiplicity is 1. The value obtained for the electronic energy is -521.83949 hartree. For the HOMO energy, the calculation gives -0.3868 hartree. The structure (SMILES) is COB(O)[C@H]1CCOC1=O. The calculation puts the energy above the lowest of the compared OMol25 structures with the same formula, charge and spin at 0.0 kJ/mol.

CARTESIAN COORDINATES (ANGSTROEM)
C: 2.67 -0.12 0.33
O: 1.74 0.32 -0.64
B: 0.67 1.05 -0.18
O: 0.89 2.17 0.56
C: -0.81 0.61 -0.54
C: -1.01 -0.76 -1.17
C: -1.44 -1.56 0.06
O: -2.24 -0.66 0.84
C: -1.72 0.58 0.68
O: -1.98 1.51 1.42
H: 3.08 0.71 0.90
H: 2.23 -0.83 1.03
H: 3.48 -0.63 -0.19
H: 0.07 2.46 0.99
H: -1.25 1.41 -1.14
H: -0.11 -1.23 -1.54
H: -1.79 -0.77 -1.93
H: -1.95 -2.48 -0.17
H: -0.55 -1.78 0.65

The molecule's Löwdin atomic charges, reported in e, are given here:
1. C -0.057
2. O 0.033
3. B -0.613
4. O 0.208
5. C -0.083
6. C -0.108
7. C -0.138
8. O 0.045
9. C -0.435
10. O 0.116
11. H 0.091
12. H 0.091
13. H 0.090
14. H 0.099
15. H 0.163
16. H 0.118
17. H 0.122
18. H 0.127
19. H 0.129



Formula: H4O2
Source: the OMol25 dataset
Level of theory: ωB97M-V/def2-TZVPD

The calculation puts the HOMO-LUMO gap at 11.845 eV. The total charge is 0. The spin multiplicity is 1. The value obtained for the electronic energy is -152.86968 hartree. For the HOMO energy, the calculation gives -0.4098 hartree. The structure (SMILES) is O.O. The calculation puts the energy above the lowest of the compared OMol25 structures with the same formula, charge and spin at 13.8 kJ/mol.

CARTESIAN COORDINATES (ANGSTROEM)
O: 0.18 -1.29 -0.84
H: -0.51 -1.94 -0.71
H: 0.93 -1.86 -1.14
O: -0.15 1.50 0.79
H: -0.53 1.58 1.65
H: -0.15 0.58 0.59

The molecule's Löwdin atomic charges, reported in e, are given here:
1. O -0.058
2. H 0.031
3. H 0.064
4. O -0.030
5. H 0.018
6. H -0.025



Formula: C23H48ClO16P
Source: the OMol25 dataset
Level of theory: ωB97M-V/def2-TZVPD

The calculation puts the HOMO-LUMO gap at 9.361 eV. The total charge is 0. The spin multiplicity is 1. The value obtained for the electronic energy is -2910.42759 hartree. For the HOMO energy, the calculation gives -0.3310 hartree. The structure (SMILES) is COCCCCC[PH](Cl)(COC)COC(C)=O.COC(=O)OC.COC(=O)OC.COC(=O)OC.COC(=O)OC.

CARTESIAN COORDINATES (ANGSTROEM)
C: -1.21 2.35 3.43
O: -0.60 3.50 2.82
C: 0.37 3.15 1.82
C: 0.21 4.24 0.63
C: -0.96 3.80 -0.42
C: -1.84 5.13 -0.72
C: -3.30 4.83 -1.24
P: -4.63 4.28 -0.07
Cl: -3.49 4.46 1.70
C: -4.89 2.40 0.32
O: -3.75 1.93 1.07
C: -3.38 0.59 0.72
C: -5.87 4.18 -1.57
O: -7.15 4.83 -1.29
C: -7.90 4.12 -0.32
C: -8.26 4.94 1.02
O: -8.32 2.96 -0.43
H: -2.35 2.45 3.44
H: -0.89 2.25 4.51
H: -0.99 1.36 2.91
H: 0.20 2.14 1.32
H: 1.44 3.19 2.23
H: 1.20 4.37 0.07
H: -0.02 5.22 1.15
H: -1.56 3.01 0.13
H: -0.50 3.44 -1.39
H: -1.28 5.61 -1.61
H: -1.76 5.91 0.11
H: -3.21 4.04 -2.08
H: -3.67 5.77 -1.79
H: -5.53 5.28 0.47
H: -4.97 1.78 -0.62
H: -5.85 2.35 0.93
H: -3.96 -0.22 1.29
H: -2.29 0.46 1.05
H: -3.40 0.36 -0.39
H: -5.46 4.71 -2.50
H: -6.10 3.11 -1.88
H: -8.97 4.38 1.69
H: -8.71 5.92 0.66
H: -7.33 5.20 1.62
C: 2.49 -0.85 -1.27
O: 1.11 -0.47 -1.33
C: 0.29 -1.45 -1.75
O: 0.62 -2.56 -2.06
O: -0.96 -0.96 -1.76
C: -1.95 -1.89 -2.19
H: 3.05 0.01 -0.92
H: 2.63 -1.67 -0.56
H: 2.86 -1.13 -2.25
H: -1.99 -2.75 -1.52
H: -1.76 -2.21 -3.22
H: -2.92 -1.39 -2.16
C: -1.38 -5.02 4.24
O: -1.78 -5.36 2.91
C: -0.94 -4.93 1.96
O: 0.07 -4.30 2.14
O: -1.43 -5.31 0.77
C: -0.62 -4.92 -0.34
H: -2.13 -5.41 4.92
H: -0.42 -5.47 4.48
H: -1.34 -3.93 4.36
H: 0.37 -5.37 -0.28
H: -0.55 -3.84 -0.40
H: -1.11 -5.28 -1.25
C: 8.14 -2.07 1.74
O: 6.78 -1.88 1.36
C: 5.91 -2.65 2.02
O: 6.19 -3.46 2.87
O: 4.68 -2.37 1.57
C: 3.64 -3.13 2.20
H: 8.75 -1.40 1.14
H: 8.29 -1.83 2.79
H: 8.46 -3.10 1.53
H: 3.60 -2.92 3.27
H: 3.77 -4.19 2.01
H: 2.69 -2.82 1.76
C: 6.05 -3.05 -1.52
O: 5.65 -3.39 -2.85
C: 6.48 -2.96 -3.80
O: 7.50 -2.33 -3.62
O: 5.99 -3.34 -4.99
C: 6.79 -2.94 -6.10
H: 5.31 -3.45 -0.83
H: 7.02 -3.50 -1.28
H: 6.09 -1.97 -1.39
H: 7.78 -3.39 -6.05
H: 6.85 -1.85 -6.16
H: 6.30 -3.31 -7.01

The molecule's Löwdin atomic charges, reported in e, are given here:
1. C -0.132
2. O -0.237
3. C -0.232
4. C -0.162
5. C -0.189
6. C -0.294
7. C -0.346
8. P 0.589
9. Cl 0.370
10. C -0.304
11. O -0.383
12. C -0.112
13. C -0.304
14. O -0.122
15. C -0.466
16. C -0.003
17. O 0.068
18. H 0.072
19. H 0.089
20. H 0.079
21. H 0.113
22. H 0.125
23. H 0.108
24. H 0.108
25. H 0.082
26. H 0.110
27. H 0.115
28. H 0.087
29. H 0.116
30. H 0.105
31. H 0.024
32. H 0.101
33. H 0.116
34. H 0.105
35. H 0.091
36. H 0.081
37. H 0.099
38. H 0.093
39. H 0.088
40. H 0.096
41. H 0.069
42. C -0.032
43. O 0.002
44. C -0.599
45. O 0.119
46. O -0.005
47. C -0.036
48. H 0.100
49. H 0.086
50. H 0.101
51. H 0.079
52. H 0.105
53. H 0.088
54. C -0.046
55. O 0.002
56. C -0.604
57. O 0.116
58. O 0.006
59. C -0.042
60. H 0.094
61. H 0.098
62. H 0.098
63. H 0.105
64. H 0.062
65. H 0.103
66. C -0.041
67. O -0.020
68. C -0.612
69. O 0.131
70. O -0.024
71. C -0.036
72. H 0.096
73. H 0.099
74. H 0.099
75. H 0.103
76. H 0.103
77. H 0.082
78. C -0.046
79. O 0.004
80. C -0.606
81. O 0.124
82. O -0.001
83. C -0.048
84. H 0.089
85. H 0.102
86. H 0.101
87. H 0.098
88. H 0.098
89. H 0.093